## i
This record from the Open Molecules 2025 dataset describes the molecule C24H35N3O5S. The level of theory is the ωB97M-V functional and the def2-TZVPD basis.

Summary:
HOMO level in hartree: -0.3210

Structure (XYZ):
```
68
Properties=species:S:1:pos:R:3:lowdin_charge:R:1
C 1.693 7.158 0.176 -0.071
C 0.539 6.573 0.976 -0.289
O 0.469 5.190 0.706 -0.161
C -0.671 4.537 1.212 -0.226
C -0.649 4.332 2.733 -0.147
H -1.555 3.798 3.026 0.120
H -0.649 5.300 3.236 0.104
C 0.583 3.539 3.178 -0.166
N 0.495 2.154 2.794 0.088
C 0.352 1.159 3.679 -0.451
O 0.368 1.307 4.893 0.037
C 0.189 -0.201 3.071 -0.019
C 0.166 -1.242 3.951 0.030
N 0.026 -2.537 3.624 -0.023
C -0.124 -2.880 2.296 -0.122
C -0.267 -4.213 1.877 0.009
C -0.421 -4.518 0.543 -0.032
C -0.446 -3.508 -0.407 -0.237
C -0.308 -2.201 -0.025 0.030
C -0.135 -1.863 1.320 -0.038
C 0.044 -0.442 1.655 -0.309
O 0.062 0.422 0.777 0.034
H -0.324 -1.403 -0.750 0.112
S -0.696 -3.918 -2.140 0.668
O -0.133 -5.225 -2.345 -0.288
O -2.084 -3.719 -2.439 -0.269
N 0.190 -2.776 -2.924 -0.270
C 1.606 -3.006 -3.038 -0.071
H 2.171 -2.290 -2.433 0.093
H 1.938 -2.943 -4.075 0.092
H 1.797 -4.014 -2.675 0.082
C -0.475 -1.755 -3.710 -0.351
C -0.568 -2.134 -5.192 -0.143
C -1.378 -1.083 -5.946 -0.195
C -0.746 0.296 -5.786 -0.207
C -0.633 0.664 -4.309 -0.193
C 0.183 -0.383 -3.555 -0.145
H 0.251 -0.111 -2.500 0.110
H 1.195 -0.416 -3.962 0.119
H -1.632 0.725 -3.874 0.118
H -0.160 1.642 -4.203 0.111
H -1.346 1.043 -6.309 0.108
H 0.250 0.293 -6.236 0.114
H -2.396 -1.065 -5.552 0.118
H -1.433 -1.348 -7.004 0.110
H -1.041 -3.114 -5.275 0.121
H 0.433 -2.198 -5.623 0.115
H -1.491 -1.718 -3.307 0.139
H -0.520 -5.540 0.212 0.119
H -0.256 -5.020 2.591 0.103
C 0.023 -3.592 4.633 -0.190
C 0.172 -3.118 6.070 -0.077
H -0.644 -2.461 6.361 0.085
H 0.149 -3.991 6.718 0.082
H 1.119 -2.608 6.228 0.085
H 0.845 -4.279 4.403 0.130
H -0.921 -4.140 4.542 0.130
H 0.271 -0.988 4.995 0.125
H 0.427 1.922 1.807 0.104
H 1.475 3.982 2.725 0.124
H 0.676 3.562 4.267 0.119
H -1.580 5.094 0.933 0.122
H -0.689 3.569 0.705 0.120
H 0.700 6.755 2.049 0.115
H -0.409 7.056 0.688 0.121
H 2.622 6.674 0.464 0.075
H 1.531 6.988 -0.884 0.075
H 1.772 8.225 0.362 0.073
```

---

## ii
This record from the Open Molecules 2025 dataset describes the molecule C24H35N3O5S. The level of theory is the ωB97M-V functional and the def2-TZVPD basis.

Summary:
HOMO level in hartree: -0.2863

Structure (XYZ):
```
68
Properties=species:S:1:pos:R:3:lowdin_charge:R:1
C 2.759 4.554 4.612 -0.086
H 2.765 5.547 5.057 0.093
O 4.024 4.399 4.012 -0.080
C 4.296 3.241 3.357 -0.266
C 3.422 2.169 3.246 0.046
C 3.813 1.026 2.547 -0.139
C 5.072 0.953 1.957 -0.029
C 5.937 2.025 2.074 -0.067
C 5.560 3.159 2.765 0.000
H 6.224 4.003 2.864 0.118
H 6.916 1.979 1.621 0.107
H 5.347 0.059 1.423 0.109
C 2.905 -0.093 2.433 -0.269
N 3.124 -1.204 1.787 0.186
C 2.000 -1.963 1.965 -0.301
C 1.108 -1.250 2.723 -0.233
O 1.691 -0.068 3.025 0.137
C -0.273 -1.539 3.174 0.015
H -0.634 -0.724 3.793 0.091
H -0.306 -2.468 3.742 0.091
H -0.914 -1.645 2.299 0.067
C 1.829 -3.262 1.296 -0.129
H 1.189 -3.945 1.847 0.116
H 2.778 -3.723 1.042 0.114
S 0.961 -2.903 -0.282 0.697
O 0.762 -4.126 -1.025 -0.324
O -0.229 -2.163 0.042 -0.307
C 2.103 -1.863 -1.239 -0.101
C 1.275 -1.075 -2.251 -0.545
O 1.356 0.129 -2.354 0.080
N 0.483 -1.860 -2.997 0.071
C -0.495 -1.332 -3.925 -0.164
C -1.869 -1.955 -3.707 -0.147
H -1.786 -3.045 -3.735 0.114
H -2.517 -1.641 -4.524 0.098
C -2.488 -1.540 -2.362 -0.182
N -2.628 -0.096 -2.271 -0.096
C -1.943 0.489 -1.122 -0.362
C -1.569 1.949 -1.380 -0.039
H -0.875 2.282 -0.613 0.080
H -1.074 2.028 -2.343 0.078
H -2.432 2.609 -1.372 0.063
H -1.001 -0.055 -1.007 0.109
C -2.740 0.307 0.183 -0.149
C -4.180 0.797 0.050 -0.191
C -4.841 0.154 -1.166 -0.153
H -5.844 0.560 -1.311 0.113
H -4.933 -0.923 -1.007 0.113
C -3.983 0.425 -2.412 -0.365
C -4.668 -0.064 -3.685 -0.051
H -4.881 -1.129 -3.648 0.074
H -4.039 0.142 -4.547 0.076
H -5.611 0.464 -3.813 0.078
H -3.874 1.511 -2.510 0.136
H -4.192 1.884 -0.065 0.106
H -4.740 0.556 0.958 0.107
H -2.233 0.833 0.993 0.112
H -2.745 -0.758 0.428 0.106
H -3.449 -2.054 -2.252 0.113
H -1.840 -1.901 -1.561 0.093
H -0.155 -1.525 -4.950 0.122
H -0.549 -0.254 -3.762 0.114
H 0.426 -2.846 -2.781 0.114
H 2.621 -1.191 -0.560 0.095
H 2.798 -2.542 -1.723 0.117
H 2.439 2.193 3.687 0.111
H 1.955 4.492 3.872 0.097
H 2.593 3.807 5.395 0.096
```

---

The structure with the least stability is ii.

---

## i
This record from the Open Molecules 2025 dataset describes the molecule H5N2OP. The level of theory is the ωB97M-V functional and the def2-TZVPD basis.

Summary:
HOMO level in hartree: -0.3773

Structure (XYZ):
```
9
Properties=species:S:1:pos:R:3:lowdin_charge:R:1
N 0.147 -1.284 -0.362 -0.089
N 0.043 1.198 -0.612 -0.136
O -2.324 -0.104 -0.108 -0.402
P -0.837 0.031 0.146 0.447
H 0.150 -1.002 -1.291 -0.001
H -0.258 -2.143 -0.177 0.015
H 1.026 0.934 -0.222 0.100
H -0.276 2.142 -0.410 0.055
H -0.492 0.065 1.459 0.010
```

---

## ii
This record from the Open Molecules 2025 dataset describes a cluster of 2 separate species, H5N2OP in total. The level of theory is the ωB97M-V functional and the def2-TZVPD basis.

Summary:
HOMO level (spin up / spin down) in hartree: -0.2648 / -0.2875

Structure (XYZ):
```
9
Properties=species:S:1:pos:R:3:lowdin_charge:R:1
N -1.767 0.961 0.328 -0.045
N 0.484 -1.739 -0.837 -0.259
O -0.926 0.032 -0.401 -0.579
P 0.053 -0.854 0.516 0.700
H -1.488 1.843 -0.234 0.123
H -1.659 0.955 1.370 0.067
H 1.307 -2.370 -0.953 0.064
H -0.032 -1.332 -1.682 0.075
H 1.877 0.645 1.274 -0.146
```

---

## iii
This record from the Open Molecules 2025 dataset describes the molecule H5N2OP. The level of theory is the ωB97M-V functional and the def2-TZVPD basis.

Summary:
HOMO level in hartree: -0.3278

Structure (XYZ):
```
9
Properties=species:S:1:pos:R:3:lowdin_charge:R:1
N -0.986 -1.202 -0.230 -0.240
N 1.273 0.130 -0.208 -0.060
O -1.064 1.371 -0.103 -0.172
P -0.304 0.056 0.368 0.464
H -1.169 1.432 -1.005 0.020
H -0.852 -2.081 0.296 -0.023
H 1.471 -0.610 -0.843 0.042
H 1.982 0.631 0.086 -0.029
H -0.352 0.274 1.639 -0.002
```

---

The structure with the least stability is ii.

---

## i
This record from the Open Molecules 2025 dataset describes a cluster of 2 separate species, C5H6INO in total. The level of theory is the ωB97M-V functional and the def2-TZVPD basis.

Summary:
HOMO level in hartree: -0.3232

Structure (XYZ):
```
14
Properties=species:S:1:pos:R:3:lowdin_charge:R:1
C -1.727 -0.055 -0.784 -0.066
C -1.238 -1.103 -0.016 -0.068
C -0.814 0.799 -1.381 -0.149
C 0.130 -1.264 0.122 -0.140
C 0.935 -0.346 -0.528 -0.814
N 0.493 0.648 -1.255 0.014
O 1.314 1.038 1.811 -0.110
I 3.035 -0.525 -0.435 0.837
H -2.786 0.094 -0.917 0.099
H -1.917 -1.790 0.470 0.107
H -1.127 1.638 -1.989 0.106
H 1.862 0.953 2.596 0.043
H 0.555 -2.059 0.712 0.095
H 1.287 1.974 1.594 0.048
```

---

## ii
This record from the Open Molecules 2025 dataset describes a cluster of 2 separate species, C5H6INO in total. The level of theory is the ωB97M-V functional and the def2-TZVPD basis.

Summary:
HOMO level in hartree: -0.3282

Structure (XYZ):
```
14
Properties=species:S:1:pos:R:3:lowdin_charge:R:1
C -1.401 1.003 0.327 -0.101
C -0.983 0.601 -0.909 -0.077
C -0.513 1.035 1.415 -0.155
C 0.397 0.235 -0.972 -0.156
C 1.176 0.315 0.164 -0.795
N 0.739 0.693 1.328 0.023
O 0.752 -2.292 0.027 -0.045
I 3.287 -0.081 0.053 0.802
H -2.386 1.529 0.291 0.114
H -1.767 0.637 -1.724 0.129
H -0.873 1.297 2.433 0.119
H 0.849 -2.596 -0.800 -0.023
H 0.907 -0.181 -1.874 0.103
H -0.184 -2.194 0.241 0.064
```

---

The structure with the least stability is ii.

---

## i
This record from the Open Molecules 2025 dataset describes a structure of composition C3H6ClNS. The level of theory is the ωB97M-V functional and the def2-TZVPD basis.

Summary:
HOMO level in hartree: -0.3298

Structure (XYZ):
```
12
Properties=species:S:1:pos:R:3:lowdin_charge:R:1
C -0.400 -0.267 -0.031 -0.758
C 2.183 0.659 0.601 -0.321
C -2.057 -0.359 -1.134 -0.612
N -0.785 -0.483 1.127 0.026
S 1.081 -0.011 -0.780 0.841
Cl -1.696 -1.160 -2.571 0.565
H 3.155 0.829 0.217 0.013
H 2.039 -0.181 1.341 0.037
H 1.734 1.591 0.975 0.043
H -2.477 0.669 -1.072 0.058
H -2.781 -0.934 -0.524 0.041
H 0.004 -0.353 1.849 0.067
```

---

## ii
This record from the Open Molecules 2025 dataset describes a structure of composition C3H6ClNS. The level of theory is the ωB97M-V functional and the def2-TZVPD basis.

Summary:
HOMO level (spin up / spin down) in hartree: -0.3115 / -0.2781

Structure (XYZ):
```
12
Properties=species:S:1:pos:R:3:lowdin_charge:R:1
C -0.968 -0.555 -0.504 -0.728
C -1.193 1.398 -1.934 -0.108
C 1.783 -1.159 -0.579 -0.495
N -1.663 0.411 -0.988 -0.171
S -1.307 -1.791 0.449 0.627
Cl 1.261 -2.500 0.335 0.469
H -0.998 2.424 -1.631 0.076
H -0.225 1.130 -2.399 0.084
H -1.961 1.270 -2.786 0.113
H 1.256 -0.336 -0.057 -0.036
H 1.493 -1.346 -1.626 -0.005
H -2.652 0.761 -0.773 0.173
```

---

The structure with the least stability is ii.